DFT (ωB97M-V/def2-TZVPD) results for C47H58O5Pd as an isolated structure.

As for the spin multiplicity: 1. For the total energy, the calculation gives -2329.87721 Eh. Its total charge is -2. The calculation puts the HOMO-LUMO gap at 5.044 eV.

Positions of all 111 atoms, in Å:
Pd: -0.54849 -0.48940 -3.56379
C: 2.91233 -0.52701 -2.96371
O: 1.77208 0.22310 -2.58668
C: 1.99784 1.18024 -1.64429
C: 1.61320 2.50006 -1.95023
C: 0.38959 2.73164 -2.80111
C: -0.84839 2.66938 -1.89223
C: -0.82794 3.26646 -0.64814
C: -1.87506 3.17960 0.27037
C: -2.95658 2.40189 -0.11446
C: -3.03026 1.76277 -1.34327
C: -4.17935 0.78771 -1.56003
C: -3.83809 -0.51730 -0.86575
C: -3.97002 -0.67975 0.50702
C: -3.35723 -1.72903 1.19205
C: -2.54738 -2.59358 0.46491
C: -2.41096 -2.47991 -0.91459
C: -1.33655 -3.25012 -1.65636
C: 0.02508 -3.11064 -1.02354
C: 0.80130 -4.21822 -0.76186
C: 2.09782 -4.13501 -0.23726
C: 2.55721 -2.85304 0.04582
C: 1.81571 -1.69742 -0.18830
C: 2.35400 -0.40015 0.37392
C: 2.54107 0.90285 -0.39751
C: 3.09608 1.97404 0.31689
C: 3.02916 3.28388 -0.13070
C: 2.21406 3.52618 -1.24084
C: 3.69926 4.45277 0.59122
C: 2.63462 5.39062 1.17780
C: 4.60364 3.98487 1.73263
C: 4.56176 5.23911 -0.40652
C: 0.50792 -1.77298 -0.77255
O: -0.20448 -0.74945 -1.03255
C: 2.89725 -5.40449 0.04999
C: 2.20761 -6.21744 1.15757
C: 4.32408 -5.09935 0.50914
C: 2.99127 -6.27414 -1.21322
C: -3.16198 -1.51043 -1.57038
O: -3.12175 -1.39674 -2.93723
C: -3.68351 -2.46883 -3.65453
C: -3.52255 -1.84036 2.70839
C: -3.05604 -0.53891 3.37750
C: -2.70457 -2.99020 3.29734
C: -5.00089 -2.07852 3.04663
C: -1.99420 1.90596 -2.32522
O: -2.04905 1.38181 -3.49409
C: -1.72206 3.81260 1.65106
C: -1.43632 5.31624 1.52428
C: -2.97817 3.64469 2.50726
C: -0.55169 3.13867 2.38709
H: 3.26057 -1.17352 -2.15718
H: 3.72103 0.14422 -3.27875
H: 2.59521 -1.14167 -3.80393
H: 0.28328 1.97563 -3.57861
H: 0.45209 3.70355 -3.30411
H: 0.06424 3.80947 -0.35569
H: -3.77991 2.24443 0.57696
H: -4.32434 0.61978 -2.62575
H: -5.09587 1.20660 -1.13148
H: -4.51882 0.07711 1.05952
H: -1.93369 -3.33405 0.96419
H: -1.26510 -2.84321 -2.66922
H: -1.59471 -4.31256 -1.73890
H: 0.37327 -5.19573 -0.98073
H: 3.53997 -2.72279 0.49098
H: 3.28773 -0.62155 0.90151
H: 1.63831 -0.09606 1.15148
H: 3.56963 1.74086 1.26513
H: 1.96813 4.54580 -1.52546
H: 2.02274 4.86674 1.91462
H: 1.96640 5.76464 0.39995
H: 3.10551 6.25118 1.66588
H: 4.02674 3.50495 2.52592
H: 5.12230 4.84403 2.16787
H: 5.35339 3.27424 1.37815
H: 3.95681 5.63444 -1.22358
H: 5.32723 4.59228 -0.84130
H: 5.05663 6.07951 0.09197
H: 2.14665 -5.62796 2.07512
H: 2.75689 -7.14293 1.37040
H: 1.18937 -6.48141 0.86539
H: 4.32981 -4.55412 1.45550
H: 4.85608 -4.49878 -0.23204
H: 4.87522 -6.03369 0.65452
H: 2.00230 -6.58170 -1.55582
H: 3.58135 -7.17797 -1.02098
H: 3.46289 -5.71388 -2.02316
H: -3.32090 -3.43968 -3.30772
H: -3.38695 -2.33143 -4.69357
H: -4.77862 -2.45698 -3.57492
H: -2.02108 -0.32191 3.10720
H: -3.12764 -0.62050 4.46737
H: -3.66418 0.30932 3.06147
H: -1.63727 -2.85252 3.11368
H: -3.00163 -3.95080 2.87065
H: -2.86189 -3.03410 4.37917
H: -5.62605 -1.27906 2.64536
H: -5.14789 -2.11963 4.13155
H: -5.34363 -3.02161 2.61384
H: -2.28144 5.82286 1.05080
H: -0.55207 5.49732 0.91104
H: -1.26542 5.76676 2.50971
H: -3.84992 4.09215 2.02275
H: -2.83543 4.13261 3.47677
H: -3.19267 2.58984 2.68984
H: 0.38303 3.26264 1.83612
H: -0.73446 2.06475 2.46953
H: -0.42372 3.55579 3.39404
O: 0.56273 -1.61618 -6.03612
C: -0.00265 -1.31018 -5.06490

---

DFT (ωB97M-V/def2-TZVPD) results for a 17-piece molecular cluster, C47H59Cl48IN2O6S overall.

As for the spin multiplicity: 1. For the total energy, the calculation gives -25171.29797 Eh. The calculation puts the HOMO-LUMO gap at 7.200 eV.

Positions of all 164 atoms, in Å:
C: 0.98486 1.41401 5.06496
C: -0.21875 2.52976 5.37093
O: -0.29897 3.57549 4.33835
C: -0.99315 3.10992 3.12467
O: -1.89013 2.12274 3.05339
C: -0.63881 3.94257 1.72114
C: -0.70907 2.99628 0.37410
C: 0.65140 2.04612 0.17213
C: 0.33059 0.90897 -0.96495
C: 0.96958 1.13311 -2.49291
N: 1.81717 2.37792 -2.68584
C: 0.66878 0.02331 -3.68774
O: 1.32311 0.31326 -5.00055
C: 2.78159 0.03261 -4.85774
C: 3.11519 -1.36379 -4.06253
C: -0.28475 -1.32608 -3.46848
O: -0.52964 -2.29603 -4.55488
C: -0.89480 -1.53508 -1.95939
C: -0.58677 -0.45709 -0.71802
N: -1.17517 -0.68080 0.65693
C: -0.89964 -2.06427 1.20211
C: -0.25057 -2.24042 2.69805
C: -0.00016 -3.79755 3.25511
C: 0.63003 -3.89393 4.78556
C: 2.01934 -2.96402 4.78481
O: 2.34645 -2.09935 5.74898
I: 3.33376 -3.24714 3.03171
C: -0.38443 -5.13685 2.33367
C: -0.10150 -6.63311 2.94646
C: -1.51632 -7.30341 3.53310
C: -2.15128 -6.44339 4.79611
C: -3.43128 -5.49478 4.35061
O: -3.10635 -4.05350 4.41819
C: -4.30919 -3.22306 4.17696
C: -1.05293 -4.96441 0.81015
C: -1.45103 -6.30315 -0.04817
C: -0.67897 -6.46591 -1.48477
C: 0.69569 -5.58705 -1.64194
C: -1.74971 -6.26197 -2.74892
C: -1.26551 -3.42211 0.29637
S: -1.97070 -3.02538 -1.43528
H: 1.49089 1.12051 6.08190
H: 1.76016 1.80378 4.27734
H: 0.41102 0.46048 4.64457
H: -1.26051 2.00949 5.58354
H: 0.08169 3.06714 6.38016
H: -1.50839 4.75143 1.59810
H: 0.35836 4.56440 1.81958
H: -1.69455 2.35054 0.36779
H: -0.73415 3.75196 -0.54859
H: 1.59358 2.69765 -0.06699
H: 0.77509 1.46410 1.20293
H: 1.99088 2.50776 -3.70733
H: 1.27431 3.22335 -2.33595
H: 3.29794 -0.01448 -5.92795
H: 3.35542 0.90045 -4.28055
H: 2.55038 -2.31496 -4.50609
H: 2.99998 -1.28713 -2.88880
H: 4.27144 -1.58417 -4.24913
H: -1.35122 -2.00621 -5.05557
H: -0.86660 0.02810 1.35746
H: -0.01166 -1.28751 3.35920
H: -0.13348 -3.44104 5.58331
H: 0.86369 -4.98541 5.13659
H: 0.72277 -6.68271 3.77621
H: 0.29906 -7.31305 2.05141
H: -2.30423 -7.29388 2.63996
H: -1.27015 -8.42188 3.79551
H: -1.31496 -5.85116 5.37678
H: -2.57181 -7.24950 5.55830
H: -4.28117 -5.69919 5.15445
H: -3.78478 -5.77593 3.24697
H: -3.93637 -2.10510 4.00102
H: -4.94250 -3.58223 3.24158
H: -4.94744 -3.26770 5.17790
H: -2.61930 -6.21284 -0.27714
H: -1.33070 -7.31949 0.53888
H: -0.34954 -7.61080 -1.55910
H: 0.56150 -4.42801 -1.55587
H: 1.55786 -6.01466 -0.93548
H: 1.09615 -5.78663 -2.74851
H: -2.72471 -5.67654 -2.38756
H: -2.14684 -7.32625 -3.09675
H: -1.26755 -5.73252 -3.67705
C: -2.45286 6.28473 4.05699
Cl: -1.17941 6.92934 3.00709
Cl: -2.42096 7.08546 5.63731
Cl: -4.04169 6.47363 3.29586
H: -2.26784 5.21809 4.20764
C: 1.18887 6.28752 -4.06968
Cl: 1.27540 4.75422 -4.95340
Cl: 0.95451 5.99514 -2.33786
Cl: 2.65171 7.24831 -4.34598
H: 0.33054 6.85205 -4.44282
C: -2.07374 9.57365 -4.52897
Cl: -1.93953 11.20381 -3.84778
Cl: -0.46702 8.90021 -4.85228
Cl: -2.98334 8.51585 -3.43670
H: -2.61629 9.63958 -5.47551
C: -0.25017 10.11590 -0.04059
Cl: 0.55517 11.59816 0.50147
Cl: 0.15172 9.77227 -1.73174
Cl: 0.19783 8.74996 0.99521
H: -1.33053 10.26425 0.03329
C: -0.37207 11.48417 -8.23511
Cl: -1.86036 10.75361 -7.61002
Cl: -0.56746 13.23588 -8.41662
Cl: 0.99577 11.11785 -7.17012
H: -0.16592 11.05685 -9.21976
C: 0.95882 -10.40707 2.25654
Cl: 2.23227 -9.76247 1.20664
Cl: 0.99071 -9.60635 3.83686
Cl: -0.63001 -10.21818 1.49541
H: 1.14384 -11.47371 2.40719
C: 3.22396 -4.73820 8.29531
Cl: 3.31050 -6.27151 7.41158
Cl: 2.98960 -5.03059 10.02712
Cl: 4.68681 -3.77741 8.01900
H: 2.36563 -4.17368 7.92217
C: 4.89479 -11.97522 -0.93469
Cl: 3.40650 -12.70579 -0.30960
Cl: 4.69941 -10.22352 -1.11620
Cl: 6.26264 -12.34155 0.13029
H: 5.10094 -12.40255 -1.91934
C: 5.56715 2.55349 -5.77772
Cl: 4.01766 3.27054 -5.30399
Cl: 6.81094 3.80595 -5.93234
Cl: 6.06684 1.32182 -4.60611
H: 5.44058 2.07194 -6.75072
C: -3.92189 14.52653 -5.16265
Cl: -2.53399 14.01608 -6.13869
Cl: -3.64842 16.14259 -4.48949
Cl: -5.40644 14.49840 -6.12945
H: -4.03730 13.82332 -4.33390
C: -5.74985 -3.08576 8.24152
Cl: -7.03296 -2.54195 7.14727
Cl: -5.02073 -4.58754 7.64768
Cl: -4.51686 -1.82716 8.42866
H: -6.19301 -3.28204 9.22118
C: 4.89204 -5.31556 -1.13488
Cl: 5.14252 -5.46744 -2.88235
Cl: 3.47724 -4.30452 -0.79468
Cl: 4.70806 -6.91336 -0.39151
H: 5.77203 -4.83342 -0.70151
C: 5.60288 -8.18220 -6.10974
Cl: 5.68942 -9.71550 -6.99346
Cl: 5.36853 -8.47458 -4.37793
Cl: 7.06573 -7.22140 -6.38604
H: 4.74456 -7.61767 -6.48288
C: 2.39167 13.74803 -2.69432
Cl: 0.87934 12.85469 -2.92728
Cl: 2.25229 15.38870 -3.34881
Cl: 2.82661 13.79803 -0.97744
H: 3.18587 13.22766 -3.23572
C: -4.85500 -10.51147 0.96592
Cl: -4.04966 -9.02922 1.50799
Cl: -4.45311 -10.85510 -0.72523
Cl: -4.40700 -11.87741 2.00172
H: -5.93536 -10.36312 1.03981
C: -4.11471 14.78913 -0.85647
Cl: -3.37191 13.86856 -2.17567
Cl: -2.89731 15.24181 0.34878
Cl: -4.93225 16.22942 -1.48620
H: -4.86048 14.15446 -0.37101

---

DFT (ωB97M-V/def2-TZVPD) results for a 14-piece molecular cluster, C47H59N15O overall.

As for the spin multiplicity: 1. For the total energy, the calculation gives -2722.53682 Eh. The calculation puts the HOMO-LUMO gap at 8.028 eV.

Positions of all 122 atoms, in Å:
C: -5.46934 -3.65898 -0.66290
C: -4.70707 -3.34231 -1.57144
C: -3.62146 -3.06007 -2.64697
C: -2.58388 -1.92532 -2.22145
C: -2.40324 -0.82906 -3.21817
C: -1.41641 0.29219 -2.94913
C: -0.65859 0.24809 -1.67264
C: -0.83261 -0.86685 -0.64684
N: -0.02712 -0.80779 0.50074
C: -0.23045 -1.87918 1.33969
C: 0.63253 -1.98415 2.65236
C: 1.03999 -0.59948 3.29795
C: -0.20411 0.27914 3.79048
O: 1.89201 0.21864 2.47885
C: 3.28179 -0.03639 2.70170
C: 3.82118 -1.30877 1.90025
C: 4.71933 -2.25127 2.65539
C: 5.20701 -3.48803 1.93202
C: 4.82587 -3.78119 0.50114
C: 3.93246 -2.82646 -0.24869
C: 3.44963 -1.60168 0.47836
C: -1.25060 -2.96194 1.05740
N: -2.06721 -3.05878 -0.04802
C: -1.80131 -1.97552 -0.90139
H: -6.28094 -3.53078 0.10367
H: -4.13352 -2.74031 -3.60701
H: -3.02005 -3.98277 -2.89646
H: -2.95842 -0.80768 -4.20562
H: -1.20402 1.13135 -3.66100
H: 0.09572 1.06899 -1.49530
H: 0.02323 -2.60503 3.39243
H: 1.52974 -2.63946 2.39564
H: 1.62458 -0.85165 4.24859
H: -1.18977 -0.03990 3.34714
H: -0.00563 1.36730 3.57887
H: -0.27038 0.16808 4.92265
H: 3.58340 -0.11354 3.78921
H: 3.83587 0.87454 2.28990
H: 4.96391 -2.01898 3.73646
H: 5.85432 -4.18188 2.53025
H: 5.21910 -4.74486 0.06037
H: 3.66114 -3.07679 -1.31424
H: 2.76101 -0.91693 -0.10649
H: -1.33393 -3.79745 1.82107
C: 3.49661 -0.35077 -3.84329
C: 3.27317 -1.78749 -3.53400
N: 3.09961 -2.90364 -3.29372
H: 3.98641 -0.25340 -4.81235
H: 2.54203 0.17653 -3.87238
H: 4.13007 0.09893 -3.07801
C: 2.28980 3.79221 4.02960
C: 3.52881 4.13556 4.77763
N: 4.49114 4.40203 5.35922
H: 1.41429 4.03112 4.63183
H: 2.24849 4.35831 3.10524
H: 2.28199 2.72498 3.79537
C: -8.68787 -3.42750 -3.41182
C: -7.42693 -2.87577 -3.97663
N: -6.44650 -2.44740 -4.40960
H: -8.58742 -4.50288 -3.26407
H: -8.90149 -2.95495 -2.45243
H: -9.51557 -3.23681 -4.09680
C: -9.19543 -5.28920 2.00615
C: -8.97813 -4.25798 0.95734
N: -8.81282 -3.45435 0.14458
H: -9.86048 -4.89731 2.77663
H: -9.64630 -6.17767 1.56378
H: -8.24257 -5.56167 2.46090
C: -0.23984 -5.54634 -1.52293
C: -0.63958 -6.30428 -2.73974
N: -0.94979 -6.89150 -3.68407
H: -0.96292 -4.75399 -1.32493
H: -0.20247 -6.21664 -0.66371
H: 0.74518 -5.10085 -1.66969
C: 2.10074 7.63436 0.94713
C: 1.76331 6.89817 2.19423
N: 1.50236 6.31983 3.16008
H: 1.58353 7.18086 0.09831
H: 1.79534 8.67637 1.03674
H: 3.17610 7.59383 0.77177
C: 2.18604 3.83570 -1.53837
C: 1.61713 5.20648 -1.65346
N: 1.17532 6.26993 -1.74214
H: 3.27023 3.87386 -1.64812
H: 1.94104 3.41345 -0.56302
H: 1.77111 3.19615 -2.31791
C: 6.59072 1.47929 4.22790
C: 6.21277 0.18668 4.85625
N: 5.91949 -0.81746 5.34385
H: 6.35293 1.45736 3.16343
H: 6.03966 2.29525 4.69942
H: 7.65995 1.65446 4.34999
C: 2.32801 11.93114 -0.57708
C: 3.23000 11.13311 0.29744
N: 3.92943 10.51412 0.97567
H: 1.33234 11.98045 -0.13578
H: 2.71925 12.94260 -0.68768
H: 2.25920 11.46616 -1.56077
C: 8.49737 5.09459 3.18430
C: 8.08667 4.32331 1.97895
N: 7.76703 3.72415 1.04543
H: 7.77619 5.88846 3.37952
H: 8.54184 4.43354 4.05004
H: 9.48048 5.53748 3.02338
C: 7.39653 -2.61848 -2.12277
C: 6.82617 -1.24813 -2.21229
N: 6.38154 -0.18533 -2.27871
H: 8.47984 -2.57729 -2.23923
H: 7.15767 -3.05492 -1.15220
H: 6.97661 -3.24639 -2.90917
C: -8.37003 -3.25898 -7.71257
C: -9.79106 -3.15007 -7.28453
N: -10.89326 -3.06480 -6.95196
H: -8.31757 -3.42514 -8.78879
H: -7.83788 -2.33955 -7.46766
H: -7.89164 -4.09356 -7.19963
C: -11.04147 -0.38264 1.52061
C: -11.43939 -1.67753 2.13528
N: -11.74690 -2.68307 2.61026
H: -11.26104 -0.39676 0.45300
H: -11.59281 0.43385 1.98748
H: -9.97313 -0.21852 1.66235

---

Question: Among the records above, which one has the highest total energy?
Answer: C47H58O5Pd

---

Question: Look up the HOMO-LUMO gap of the third one.
Answer: 8.028 eV

---

Question: Among the records above, which one has the highest total energy?
Answer: C47H58O5Pd